*P*
# C4H5N2

An isolated ion of composition C4H5N2 and charge +1 (wB97M-V/def2-TZVPD, the Open Molecules 2025 dataset).

Computed properties:
M   81.098 g mol⁻¹
Net charge   +1
Frontier orbital gap (alpha / beta)   7.7516 / 8.0770 eV
LUMO level (alpha / beta)   -6.78 / -6.21 eV

The geometry in XYZ format:
```
11
C4H5N2, DFT wB97M-V/def2-TZVPD
C -0.6858 -0.3308 0.6878
C 1.2036 0.8496 -0.3855
C 1.2113 -1.5104 -0.2438
C 1.3982 -0.4192 -0.9189
N 0.0495 0.9137 0.2137
N 0.1219 -1.4131 0.3934
H -1.6155 -0.3245 0.0988
H -0.8916 -0.1767 1.7748
H 1.8907 1.7035 -0.7463
H 1.8665 -2.2969 -0.3646
H -0.3684 1.7101 0.6760
```



*Q*
# C4H5N2

A 2-piece molecular cluster, C4H5N2 overall (wB97M-V/def2-TZVPD, the Open Molecules 2025 dataset).

Computed properties:
M   81.098 g mol⁻¹
Net charge   +1
Frontier orbital gap   10.0520 eV
LUMO level   -4.66 eV

The geometry in XYZ format:
```
11
C4H5N2, DFT wB97M-V/def2-TZVPD
C -0.0577 -0.3782 -0.0050
C -2.2581 -0.5624 0.0705
C 1.8325 0.5258 0.2484
C 1.2678 -0.8150 -0.0096
N -2.6848 0.5366 0.1233
N 0.5880 0.6363 -0.3971
H -2.6431 -1.5945 -0.2007
H 1.9426 0.8174 1.2856
H 2.6373 0.9718 -0.5004
H 1.6089 -1.5410 -0.7278
H -2.2335 1.4033 0.1129
```



Most stable of them? *P*.



*P*
# C12H12FN

One molecule with the formula C12H12FN (wB97M-V/def2-TZVPD, the Open Molecules 2025 dataset).

Computed properties:
M   189.233 g mol⁻¹
Frontier orbital gap (alpha / beta)   7.0339 / 7.0240 eV
LUMO level (alpha / beta)   -0.46 / -0.47 eV

The geometry in XYZ format:
```
26
C12H12FN, DFT wB97M-V/def2-TZVPD
C 3.3375 1.1381 0.1592
C 3.8010 -0.0758 -0.2642
C 2.0040 1.3026 0.3155
C 3.0405 -1.1268 -0.6159
C 1.0603 0.3173 -0.0415
C -0.2564 0.2660 -0.1700
C 1.6327 -1.1611 -0.4063
C -2.6226 -0.5002 0.1221
C -3.0073 0.9753 0.0447
C -0.5717 -2.0493 -0.1696
C -1.2102 -0.7077 -0.5393
C -2.0154 1.9099 0.7979
N 0.8338 -2.1657 -0.4979
F -1.8956 1.6430 2.1800
H 4.0641 1.8598 0.4169
H 4.8018 -0.1188 -0.2534
H 1.7751 2.3533 0.7207
H 3.4737 -1.9954 -1.1051
H -2.6482 -0.6263 1.1891
H -3.4143 -1.1070 -0.3190
H -3.3378 1.4371 -1.0195
H -3.9270 0.8917 0.6481
H -0.8177 -2.1704 0.8990
H -1.0447 -2.6675 -0.9831
H -1.3016 -0.5439 -1.6668
H -1.7540 2.9221 0.5583
```



*Q*
# C12H12FN

One molecule with the formula C12H12FN (wB97M-V/def2-TZVPD, the Open Molecules 2025 dataset).

Computed properties:
M   189.233 g mol⁻¹
SMILES   C#CCN[C@H]1c2ccccc2C[C@H]1F
Frontier orbital gap   9.6258 eV
LUMO level   0.80 eV

The geometry in XYZ format:
```
26
C12H12FN, DFT wB97M-V/def2-TZVPD
C -0.0562 2.3119 -1.5056
C 0.8215 1.7779 -0.8683
C 2.0942 1.4682 -0.0774
N 1.8011 0.7827 1.2081
C 1.0078 -0.4302 1.1369
C -0.4468 -0.2461 0.7505
C -1.3983 0.4683 1.4348
C -2.7119 0.2986 1.0102
C -3.0420 -0.3295 -0.1728
C -2.0331 -0.9295 -0.9578
C -0.7435 -0.9769 -0.4395
C 0.5126 -1.4722 -1.0753
C 1.4557 -1.4940 0.1376
F 2.8463 -1.3050 -0.1961
H -0.7536 2.4696 -2.3264
H 2.5624 2.4383 0.2056
H 2.7646 0.9049 -0.7428
H 2.6439 0.6571 1.6807
H 1.0553 -0.8153 2.1222
H -1.1581 1.0310 2.2967
H -3.5153 0.7397 1.5372
H -4.0642 -0.2920 -0.4891
H -2.3740 -1.3960 -1.8910
H 0.9469 -0.7520 -1.7513
H 0.4545 -2.4146 -1.6381
H 1.3303 -2.4950 0.6108
```



Most stable of them? *Q*.



*P*
# H2NO2S

A 2-piece molecular cluster, H2NO2S overall (wB97M-V/def2-TZVPD, the Open Molecules 2025 dataset).

Computed properties:
M   80.088 g mol⁻¹
Net charge   -1
Frontier orbital gap (alpha / beta)   6.4230 / 6.5196 eV
LUMO level (alpha / beta)   3.19 / 3.28 eV

The geometry in XYZ format:
```
6
H2NO2S, DFT wB97M-V/def2-TZVPD
N 2.1205 0.6098 -0.5153
O -1.2146 -1.3147 -0.2512
O -1.6180 1.1063 0.0341
S -0.6676 -0.0091 0.1742
H 2.0275 -0.1951 -1.1461
H -0.6478 -0.1972 1.7044
```



*Q*
# H2NO2S

An isolated ion of composition H2NO2S and charge -1 (wB97M-V/def2-TZVPD, the Open Molecules 2025 dataset).

Computed properties:
M   80.088 g mol⁻¹
Net charge   -1
Frontier orbital gap (alpha / beta)   6.2967 / 5.9154 eV
LUMO level (alpha / beta)   4.00 / 4.15 eV

The geometry in XYZ format:
```
6
H2NO2S, DFT wB97M-V/def2-TZVPD
N 1.1911 0.2343 -0.0179
O 0.5000 -0.7221 -0.5789
O -1.4279 0.9446 -0.3852
S -1.3726 -0.5089 0.0014
H 1.2892 1.1008 -0.7748
H -0.9330 -0.5077 1.2410
```



Most stable of them? *Q*.